Entry 1:
The following is a quantum chemistry calculation of C70H59AsF4HfN2O3P2S2Te as an isolated structure in a non-equilibrium geometry, from the OMol25 dataset.

Computed properties:
Highest occupied orbital energy, eV: -7.90
Relative energy (zero: lowest compared OMol25 entry of this formula, charge and spin), kcal/mol: 0.0
HOMO-LUMO gap, eV: 7.384

```
! wB97M-V def2-TZVPD RIJCOSX def2/J DEFGRID3
* xyz 0 1
Hf -0.34 -0.10 -0.30
C -0.44 -6.18 4.61
C 0.07 -4.86 5.18
C -0.45 -4.58 6.59
C -1.97 -4.48 6.58
C -2.44 -3.55 5.49
C -3.70 -2.98 5.55
C -4.13 -2.10 4.56
F -5.36 -1.58 4.66
C -3.33 -1.76 3.50
C -2.05 -2.31 3.43
C -1.16 -1.89 2.35
O -1.60 -1.24 1.38
C 0.21 -2.30 2.49
C 0.54 -3.24 3.41
N -0.32 -3.75 4.30
C -1.60 -3.22 4.40
C 1.25 -1.70 1.60
O 2.27 -2.30 1.31
O 0.98 -0.48 1.23
H -0.15 -7.00 5.27
H 0.00 -6.36 3.62
H -1.52 -6.18 4.50
H 1.16 -4.88 5.19
H -0.02 -3.64 6.94
H -0.12 -5.37 7.26
H -2.32 -4.12 7.54
H -2.41 -5.46 6.43
H -4.35 -3.19 6.39
H -3.65 -1.06 2.75
H 1.56 -3.63 3.43
C 3.90 -0.20 -2.67
Te 2.26 -1.25 -1.71
C 1.23 -1.24 -3.61
H 4.26 -0.82 -3.48
H 4.70 -0.06 -1.95
H 3.59 0.77 -3.06
H 1.50 -0.34 -4.15
H 0.16 -1.21 -3.43
H 1.49 -2.12 -4.19
C 1.54 2.26 2.40
C 2.30 3.44 2.99
As 1.89 3.85 4.89
C 0.06 4.51 4.59
C -0.28 5.85 4.51
C -1.60 6.24 4.30
C -2.60 5.28 4.18
C -2.27 3.93 4.28
C -0.95 3.55 4.49
C 2.89 5.54 4.93
C 3.59 5.83 6.09
C 4.35 6.99 6.21
C 4.42 7.88 5.14
C 3.72 7.60 3.97
C 2.96 6.44 3.87
P 1.59 2.18 0.53
C 3.42 2.19 0.36
C 4.22 3.32 0.19
C 5.60 3.20 0.20
C 6.21 1.97 0.39
C 5.42 0.85 0.58
C 4.04 0.96 0.57
C 1.04 3.87 0.09
C 1.56 4.57 -1.00
C 1.05 5.80 -1.36
C 0.00 6.36 -0.65
C -0.54 5.67 0.42
C -0.03 4.44 0.79
H 0.48 2.29 2.68
H 1.93 1.31 2.75
H 2.09 4.34 2.42
H 3.37 3.26 2.96
H 0.48 6.61 4.63
H -1.85 7.29 4.24
H -3.62 5.58 4.02
H -3.04 3.18 4.20
H -0.71 2.50 4.59
H 3.54 5.14 6.92
H 4.89 7.19 7.12
H 5.01 8.78 5.22
H 3.77 8.29 3.14
H 2.42 6.26 2.95
H 3.77 4.29 0.06
H 6.21 4.09 0.07
H 7.28 1.89 0.39
H 5.88 -0.12 0.75
H 3.43 0.07 0.75
H 2.38 4.14 -1.57
H 1.47 6.33 -2.22
H -0.40 7.32 -0.94
H -1.36 6.10 0.98
H -0.47 3.91 1.62
S -2.48 -1.10 -2.09
P -1.73 -2.93 -1.90
S -0.17 -2.93 -0.63
C -3.02 -4.05 -1.28
C -3.30 -4.05 0.08
C -4.34 -4.82 0.58
C -5.11 -5.59 -0.28
C -4.84 -5.59 -1.64
C -3.79 -4.82 -2.15
C -1.21 -3.72 -3.46
C -0.36 -4.82 -3.38
C 0.03 -5.47 -4.54
C -0.43 -5.02 -5.77
C -1.27 -3.93 -5.85
C -1.67 -3.27 -4.69
H -2.70 -3.44 0.75
H -4.56 -4.81 1.64
H -5.92 -6.19 0.11
H -5.44 -6.19 -2.31
H -3.58 -4.83 -3.21
H 0.00 -5.16 -2.42
H 0.69 -6.32 -4.48
H -0.13 -5.53 -6.68
H -1.62 -3.57 -6.81
H -2.32 -2.41 -4.73
N -0.69 5.25 -5.78
C -0.64 4.43 -4.98
C -0.55 3.40 -3.99
C -1.68 2.98 -3.28
C -1.56 1.97 -2.34
C -0.34 1.36 -2.01
C 0.77 1.85 -2.71
C 0.68 2.82 -3.70
H -2.64 3.45 -3.47
H -2.47 1.66 -1.84
H 1.76 1.46 -2.49
H 1.56 3.13 -4.25
F -8.68 3.59 1.13
C -7.83 3.89 2.14
F -8.36 3.33 3.25
F -7.87 5.22 2.31
C -6.45 3.39 1.87
C -5.36 4.25 1.90
C -4.09 3.75 1.66
C -3.90 2.40 1.38
C -5.01 1.54 1.35
C -6.28 2.04 1.59
C -2.61 1.86 1.10
C -1.52 1.39 0.82
H -5.50 5.30 2.11
H -3.23 4.42 1.66
H -4.86 0.50 1.11
H -7.14 1.38 1.55
*
```


Entry 2:
The following is a quantum chemistry calculation of C70H84FN11O6S2 as an isolated structure in a non-equilibrium geometry, from the OMol25 dataset.

Computed properties:
Highest occupied orbital energy, eV: -9.21
HOMO-LUMO gap, eV: 9.642

```
! wB97M-V def2-TZVPD RIJCOSX def2/J DEFGRID3
* xyz 0 1
C 2.51 3.87 2.92
C 1.91 4.47 1.64
C 1.95 3.42 0.52
C 0.88 3.65 -0.55
C -0.53 3.31 -0.10
C -0.91 1.82 -0.27
C -0.92 1.05 1.05
C -1.68 -0.27 0.99
C -1.06 -1.35 0.12
C 0.36 -1.77 0.51
C 1.49 -1.11 -0.31
C 2.54 -0.49 0.60
C 3.65 0.24 -0.18
C 5.08 -0.35 -0.01
S 6.08 0.14 -1.45
O 7.45 0.19 -1.08
O 5.71 -0.62 -2.59
F 5.60 1.61 -1.61
C 5.79 0.29 1.20
O 5.25 -0.51 2.28
S 5.50 -2.01 1.79
O 6.88 -2.34 1.82
O 4.52 -2.84 2.38
O 5.12 -1.72 0.24
H 1.82 3.11 3.31
H 2.71 4.62 3.68
H 3.44 3.36 2.66
H 0.89 4.79 1.80
H 2.51 5.34 1.35
H 2.95 3.41 0.08
H 1.78 2.45 0.99
H 1.14 3.08 -1.45
H 0.93 4.70 -0.85
H -0.71 3.63 0.93
H -1.20 3.89 -0.73
H -0.24 1.37 -1.00
H -1.93 1.80 -0.67
H -1.44 1.68 1.78
H 0.10 0.94 1.42
H -1.82 -0.65 2.00
H -2.67 -0.04 0.59
H -1.10 -1.09 -0.94
H -1.69 -2.23 0.22
H 0.54 -1.59 1.57
H 0.44 -2.85 0.37
H 1.04 -0.34 -0.95
H 2.00 -1.86 -0.91
H 2.08 0.23 1.29
H 2.93 -1.29 1.23
H 3.71 1.28 0.13
H 3.40 0.25 -1.24
H 6.86 0.09 1.18
H 5.67 1.35 1.32
N 11.04 -5.49 0.11
C 10.54 -5.35 -1.11
C 9.46 -4.54 -1.42
C 8.86 -3.83 -0.39
C 9.36 -3.96 0.90
C 10.45 -4.80 1.09
H 11.04 -5.92 -1.89
H 9.10 -4.47 -2.44
H 8.02 -3.18 -0.58
H 8.93 -3.43 1.72
H 10.88 -4.93 2.08
N 6.63 -1.66 -6.68
C 7.83 -1.88 -7.23
C 8.97 -2.14 -6.49
C 8.87 -2.18 -5.11
C 7.64 -1.96 -4.52
C 6.55 -1.71 -5.35
H 7.87 -1.83 -8.31
H 9.92 -2.31 -6.99
H 9.74 -2.39 -4.50
H 7.52 -1.99 -3.45
H 5.57 -1.53 -4.94
N -4.27 -2.97 3.69
C -2.97 -2.95 3.39
C -1.96 -3.07 4.34
C -2.32 -3.21 5.67
C -3.66 -3.23 5.99
C -4.59 -3.10 4.97
H -2.73 -2.83 2.34
H -0.92 -3.05 4.03
H -1.56 -3.32 6.44
H -4.00 -3.35 7.02
H -5.65 -3.12 5.20
N 0.30 7.42 2.05
C -0.13 8.50 1.43
C -0.03 9.79 1.95
C 0.55 9.95 3.19
C 1.01 8.82 3.86
C 0.86 7.59 3.25
H -0.59 8.33 0.45
H -0.41 10.63 1.39
H 0.65 10.93 3.63
H 1.47 8.90 4.84
H 1.21 6.68 3.74
N -8.78 -4.13 2.79
C -9.43 -5.14 2.23
C -8.83 -6.32 1.82
C -7.46 -6.45 1.99
C -6.76 -5.40 2.57
C -7.46 -4.27 2.95
H -10.50 -5.00 2.11
H -9.42 -7.11 1.38
H -6.95 -7.35 1.68
H -5.69 -5.46 2.73
H -6.95 -3.43 3.41
N -5.96 -5.08 8.22
C -6.76 -4.46 9.08
C -8.14 -4.44 8.96
C -8.72 -5.11 7.89
C -7.89 -5.76 6.99
C -6.52 -5.72 7.20
H -6.27 -3.94 9.90
H -8.75 -3.92 9.69
H -9.79 -5.12 7.76
H -8.30 -6.29 6.14
H -5.84 -6.22 6.52
N 11.90 -5.46 -4.33
C 12.43 -4.29 -3.96
C 13.49 -3.69 -4.62
C 14.04 -4.33 -5.72
C 13.50 -5.55 -6.11
C 12.43 -6.06 -5.39
H 11.97 -3.82 -3.10
H 13.88 -2.74 -4.27
H 14.87 -3.90 -6.25
H 13.90 -6.09 -6.96
H 11.98 -7.01 -5.67
N -1.32 3.78 -3.54
C -2.62 3.60 -3.72
C -3.47 4.57 -4.23
C -2.93 5.80 -4.56
C -1.57 6.01 -4.37
C -0.82 4.97 -3.86
H -3.01 2.62 -3.45
H -4.53 4.36 -4.35
H -3.56 6.59 -4.95
H -1.11 6.96 -4.61
H 0.25 5.09 -3.70
N -6.60 4.87 -3.13
C -6.78 6.12 -3.55
C -7.81 6.94 -3.11
C -8.70 6.43 -2.18
C -8.53 5.13 -1.73
C -7.47 4.40 -2.24
H -6.07 6.49 -4.28
H -7.91 7.95 -3.48
H -9.52 7.04 -1.81
H -9.20 4.69 -1.01
H -7.30 3.38 -1.92
N -10.81 -9.26 1.74
C -11.36 -9.97 2.72
C -12.73 -10.20 2.83
C -13.56 -9.66 1.87
C -13.00 -8.92 0.84
C -11.63 -8.75 0.82
H -10.67 -10.37 3.45
H -13.12 -10.78 3.65
H -14.63 -9.81 1.92
H -13.62 -8.47 0.06
H -11.15 -8.18 0.03
N -0.07 9.15 -5.31
C -0.45 10.28 -5.89
C -0.35 11.53 -5.28
C 0.19 11.59 -4.00
C 0.60 10.41 -3.39
C 0.45 9.23 -4.09
H -0.87 10.19 -6.88
H -0.68 12.42 -5.79
H 0.29 12.54 -3.49
H 1.03 10.42 -2.40
H 0.76 8.28 -3.65
*
```